1.
{
  "formula": "C23H34N4O2",
  "method": "ωB97M-V with the def2-TZVPD basis set",
  "lumo_ev": 0.59,
  "gap_ha": 0.29544,
  "elements": ["C", "C", "C", "C", "O", "N", "C", "H", "H", "C", "N", "C", "N", "C", "H", "H", "C", "N", "C", "H", "C", "H", "C", "C", "C", "C", "C", "C", "C", "H", "H", "O", "C", "H", "H", "H", "H", "H", "H", "H", "H", "C", "C", "H", "H", "H", "C", "H", "H", "H", "H", "H", "H", "H", "H", "C", "H", "H", "H", "H", "H", "H", "H"],
  "positions_angstrom": [[0.48170, -3.12838, 1.95158], [-0.35718, -2.61690, 0.80355], [-1.64292, -3.00634, 0.34958], [-2.15153, -2.31253, -0.87450], [-3.37851, -1.92303, -0.90423], [-1.15096, -2.06660, -1.91513], [-1.42729, -1.38170, -3.07598], [-2.67653, -1.73368, -3.55014], [-0.91358, -1.46044, -3.94723], [-1.88665, 0.11171, -2.81307], [-0.78221, 0.65552, -2.40779], [0.48235, 0.40902, -2.36501], [1.06436, -0.63663, -2.06254], [2.50709, -0.64312, -2.08206], [2.94844, -0.71240, -2.98900], [3.06621, -1.23361, -1.26164], [2.76338, 1.00222, -1.56146], [1.47913, 1.42500, -2.08891], [0.50563, 2.55314, -1.82730], [0.83666, 2.82506, -0.79176], [-0.84490, 2.29560, -2.16880], [-0.96827, 2.53126, -3.22248], [-1.80516, 2.59160, -1.14038], [-1.33166, 2.09434, 0.26840], [-2.03969, 0.97156, 0.55736], [-1.54837, 0.40714, 2.02567], [-0.77670, 1.39326, 3.02985], [-0.60999, 2.49283, 2.39815], [-0.68859, 3.02124, 1.22180], [-0.53868, 4.01033, 1.01727], [-0.09193, 3.18979, 3.12310], [-0.55182, 1.05640, 4.13855], [-0.89586, -0.36687, 4.64096], [-0.37429, -1.02869, 4.15543], [-1.92307, -0.37782, 4.64498], [-0.60613, -0.51741, 5.56669], [-1.90596, -0.46022, 2.23770], [-2.11961, 0.06694, 0.07193], [-2.79798, 2.31816, -1.38869], [-1.72196, 3.70362, -1.23622], [1.08859, 3.36308, -2.30106], [3.27021, 1.14937, -0.35322], [4.58959, 0.97644, 0.00662], [4.76804, -0.05095, -0.03611], [5.14577, 1.53314, -0.75219], [4.67828, 1.14249, 1.21351], [2.13575, 0.58083, 0.89125], [2.26950, 0.98698, 1.94937], [2.18742, -0.48430, 0.71916], [1.15314, 0.72058, 0.35560], [2.85858, 2.35209, -0.14864], [3.38383, 1.40925, -2.37554], [-2.29549, 0.53104, -3.76258], [-2.68654, 0.15172, -2.10473], [-0.20114, -2.15665, -1.64114], [-2.31764, -4.01018, 1.07458], [-2.37659, -3.52866, 2.17357], [-3.35473, -3.62283, 0.70017], [-2.19907, -4.92599, 0.84726], [0.43919, -2.10277, 0.25017], [-0.29382, -3.48346, 2.68335], [1.25884, -3.83910, 1.65330], [0.87132, -2.21150, 2.42905]],
  "atomic_forces_ev_per_a": [[-2.957, 0.652, 1.440], [-0.396, -1.398, -2.207], [7.849, 2.803, -0.482], [-1.642, 1.654, -1.871], [4.272, -1.473, -0.520], [-3.261, -2.021, 3.201], [-9.360, 1.160, -0.292], [3.536, 0.165, 1.391], [2.417, -0.555, -1.812], [-2.587, -4.416, -3.309], [3.373, 8.897, 2.596], [5.448, 0.169, 2.752], [1.670, -8.090, -0.723], [-1.055, 3.115, 5.338], [1.231, -0.647, -2.934], [-1.352, 0.240, -1.496], [-2.594, -3.767, -10.372], [-5.719, 2.076, -1.844], [8.403, 2.790, 2.648], [-1.674, -0.139, -0.116], [0.179, -5.080, -2.933], [-0.983, 0.943, 0.097], [1.228, 2.854, 1.276], [-2.073, 3.608, -2.308], [5.268, -1.691, 8.561], [1.952, 9.545, -2.576], [-7.776, -8.647, -12.153], [4.700, 7.261, 5.081], [-3.594, -4.580, -5.308], [0.715, 2.206, -0.666], [-0.451, -0.005, -0.360], [2.957, -3.922, 11.658], [-1.554, 6.142, -1.961], [2.251, -3.541, -3.782], [-2.369, -0.584, -0.651], [1.701, 0.578, 4.881], [-1.981, -5.530, 1.669], [-1.423, -1.160, -2.189], [-0.925, -0.336, -0.090], [-0.763, -0.268, 0.804], [-1.431, 0.493, -0.681], [-7.366, 6.179, 10.216], [2.880, 0.442, 3.263], [1.007, -1.921, -0.479], [1.088, 0.012, 0.840], [0.438, 0.431, -3.214], [0.692, 0.317, -3.136], [-0.183, -0.606, -1.761], [0.444, -0.743, 1.096], [0.589, 0.687, 1.293], [1.760, -2.231, -0.192], [0.943, -0.141, 0.630], [0.229, -0.093, 0.157], [-0.510, -0.208, 0.627], [0.904, 0.035, 0.082], [-6.347, 9.126, 3.697], [0.295, -2.366, -1.909], [0.604, -1.753, 0.974], [1.187, -6.620, -0.955], [-1.424, 0.974, -0.825], [1.303, -0.610, -0.170], [-0.276, 0.111, 0.243], [0.513, -0.518, -0.234]]
}

***

2.
{
  "formula": "C23H34NO2P2RuTe",
  "method": "ωB97M-V with the def2-TZVPD basis set",
  "multiplicity": 6,
  "lumo_ev": [0.21, -1.61],
  "gap_ha": [0.15055, 0.23955],
  "elements": ["C", "C", "N", "C", "C", "C", "C", "P", "Ru", "P", "C", "C", "C", "C", "C", "C", "C", "O", "O", "H", "H", "H", "C", "C", "H", "H", "H", "H", "C", "C", "H", "H", "H", "H", "H", "H", "H", "H", "H", "H", "H", "H", "H", "H", "H", "H", "H", "H", "H", "H", "H", "H", "Te", "C", "C", "C", "C", "C", "C", "H", "H", "H", "H", "H"],
  "positions_angstrom": [[-0.90869, 2.73757, -3.57654], [-0.92155, 1.84521, -2.51466], [0.21709, 1.50408, -1.89156], [1.36819, 2.10967, -2.17220], [1.39754, 3.05097, -3.18322], [0.27352, 3.38880, -3.89928], [-2.19365, 1.30802, -1.94610], [-1.98510, 0.04732, -0.62286], [0.13530, 0.26517, -0.17475], [2.43746, 0.21429, -0.51375], [2.59783, 1.74030, -1.41274], [-0.20120, -1.62985, 1.02371], [-0.85935, -1.61701, 2.25342], [-0.66365, -2.67038, 3.16790], [0.02315, -3.82592, 2.76731], [0.54211, -3.91987, 1.46778], [0.44212, -2.80929, 0.60910], [-2.60946, -1.69906, -6.03349], [1.39775, -1.55354, -4.21574], [-1.85232, 2.93208, -4.07744], [2.38217, 3.46975, -3.33478], [0.30672, 4.19945, -4.63013], [-3.23389, 0.87023, 0.39609], [-2.71616, -1.47948, -1.22884], [3.36474, 1.56011, -2.16661], [2.88875, 2.56671, -0.76134], [-2.86367, 0.97316, -2.71439], [-2.70607, 2.15842, -1.50448], [3.35013, 0.21017, 1.02597], [3.18413, -1.04300, -1.56548], [-1.50366, -0.77785, 2.50985], [-1.06194, -2.58992, 4.18969], [0.13241, -4.66928, 3.45155], [1.03395, -4.84259, 1.12928], [0.86084, -2.84934, -0.40172], [0.88969, -1.17620, -4.90718], [1.59617, -2.46860, -4.49593], [-1.90644, -1.72780, -5.36631], [-2.91722, -0.75689, -5.85766], [1.29432, -0.97574, -0.04480], [-4.10990, 1.06920, -0.23944], [-3.46064, 0.19304, 1.21446], [-2.78720, 1.81648, 0.71925], [-3.81065, -1.39172, -1.22124], [-2.37880, -1.73018, -2.24468], [-2.39333, -2.27491, -0.54626], [4.23670, -0.74915, -1.59929], [3.08034, -2.01175, -1.06066], [2.70285, -1.03778, -2.55042], [4.41068, 0.16765, 0.73776], [3.12409, 1.10725, 1.61781], [3.07275, -0.69438, 1.59183], [0.28489, 2.32217, 1.39850], [0.01046, 1.62855, 3.39450], [-1.26326, 1.79140, 3.98211], [-1.47825, 1.29465, 5.27500], [-0.45036, 0.62819, 5.94819], [0.78105, 0.40423, 5.32868], [1.01935, 0.89001, 4.03702], [-2.05124, 2.27755, 3.39894], [-2.45081, 1.42994, 5.74360], [-0.61392, 0.27117, 6.95750], [1.56323, -0.15778, 5.83997], [1.94992, 0.68632, 3.49920]],
  "atomic_forces_ev_per_a": [[-1.664, -1.583, 1.453], [-1.004, 1.193, -2.382], [-1.485, -2.648, 2.685], [1.550, 1.880, -1.910], [1.658, -0.879, 1.485], [0.558, 1.603, -1.577], [0.260, 0.226, -0.467], [-2.237, 1.230, -1.146], [2.159, 1.268, 0.663], [-2.118, -1.472, 0.648], [0.921, 0.875, -0.962], [-0.449, -1.046, -0.231], [0.435, -0.218, -0.026], [-0.024, -0.297, -0.042], [-0.116, 0.344, 0.009], [-0.129, 0.285, -0.335], [-0.131, -0.487, 0.800], [-0.159, 2.186, 0.944], [0.822, -1.339, 0.851], [0.124, 0.161, 0.030], [-0.063, 0.426, -0.409], [-0.042, -0.377, 0.162], [-0.361, -0.635, 0.277], [-0.438, -0.514, -0.041], [0.491, 0.339, 0.122], [0.236, -0.092, 0.217], [-0.391, -0.358, -0.583], [-0.075, 0.069, 0.257], [0.725, -0.028, 0.029], [0.398, 0.252, 0.238], [0.184, 0.013, 0.176], [0.132, -0.095, -0.494], [-0.007, 0.287, -0.116], [-0.287, 0.388, 0.162], [0.064, -0.090, 0.314], [-0.693, 0.624, -1.076], [-0.186, 0.723, 0.149], [-0.047, -0.459, -0.223], [0.227, -1.702, -0.675], [1.187, -0.474, 0.266], [0.051, -0.151, 0.414], [-0.357, 0.336, 0.410], [-0.200, -0.321, 0.155], [0.191, -0.144, -0.080], [0.001, 0.167, 0.316], [-0.184, 0.064, -0.196], [0.131, -0.307, -0.470], [0.070, 0.245, -0.284], [0.219, -0.048, 0.212], [-0.068, 0.057, 0.495], [0.188, -0.244, -0.257], [0.129, 0.348, -0.235], [-0.159, 0.464, 0.544], [-0.356, -0.517, -0.047], [0.816, -0.241, 0.111], [0.184, 0.145, -0.451], [0.053, 0.084, -0.280], [0.035, 0.152, -0.317], [-0.628, 0.300, 0.034], [0.201, -0.091, 0.419], [0.193, -0.052, -0.031], [-0.018, -0.037, -0.048], [-0.235, 0.134, -0.082], [-0.281, 0.074, 0.428]]
}

***

3.
{
  "formula": "C23H34NOPt",
  "method": "ωB97M-V with the def2-TZVPD basis set",
  "multiplicity": 5,
  "lumo_ev": [-3.26, -5.43],
  "charge": 1,
  "gap_ha": [0.20761, 0.20442],
  "elements": ["C", "C", "C", "C", "C", "Pt", "C", "C", "H", "C", "H", "H", "C", "H", "H", "H", "C", "H", "H", "H", "C", "H", "H", "H", "C", "H", "H", "H", "C", "H", "H", "H", "C", "H", "H", "H", "C", "H", "H", "H", "C", "C", "C", "C", "H", "C", "H", "C", "H", "H", "H", "C", "C", "N", "O", "H", "H", "H", "H", "H"],
  "positions_angstrom": [[-0.65129, 2.71406, 0.11974], [-0.48503, 2.41015, -1.24140], [0.87552, 2.17171, -1.52488], [1.63763, 2.25672, -0.28051], [0.65118, 2.63116, 0.78771], [0.97779, 0.56289, 0.88428], [0.73436, -2.63751, 1.22018], [-0.36484, -1.75276, 1.69472], [-1.38215, -2.04798, 1.45882], [-0.12431, -0.48368, 2.29786], [0.47589, -0.43768, 3.21843], [-1.03167, 0.11995, 2.39934], [0.47372, -4.13242, 1.51184], [-0.57288, -4.39052, 1.28980], [1.15031, -4.77208, 0.91894], [0.67263, -4.34573, 2.56861], [2.05567, -2.21718, 1.92140], [2.29793, -1.14149, 1.79015], [1.93457, -2.40372, 2.99575], [2.89580, -2.80083, 1.52153], [-1.60123, 2.31278, -2.22144], [-2.29129, 1.49851, -1.93850], [-2.17958, 3.24797, -2.25952], [-1.22432, 2.10004, -3.22999], [1.41265, 1.82580, -2.86081], [1.00890, 0.86397, -3.22366], [1.13704, 2.58318, -3.61003], [2.50511, 1.73392, -2.84549], [3.10113, 2.48019, -0.16949], [3.64169, 1.89939, -0.92592], [3.34798, 3.54007, -0.31356], [3.45768, 2.16493, 0.81638], [1.00894, 3.26927, 2.08017], [1.92215, 2.81318, 2.47653], [1.16468, 4.34689, 1.95874], [0.20732, 3.11244, 2.81222], [-1.93036, 3.04568, 0.77183], [-1.79646, 3.17633, 1.85220], [-2.35192, 3.97717, 0.36055], [-2.67648, 2.24910, 0.61042], [1.05321, -0.86802, -0.65194], [0.80528, -2.36499, -0.15380], [2.27102, -0.93511, -1.44952], [0.78354, -3.27355, -1.19199], [0.45282, -0.10296, -1.17886], [2.35565, -1.91530, -2.42929], [2.99544, -0.12479, -1.36413], [1.50192, -3.02830, -2.37301], [0.26461, -4.22613, -1.06891], [3.07012, -1.79960, -3.24600], [1.46628, -3.73564, -3.20329], [-3.93760, -1.77258, 1.07244], [-3.64667, -0.74792, 0.00825], [-4.74273, -0.16392, -0.54366], [-2.50216, -0.42198, -0.34753], [-5.01276, -1.96290, 1.17849], [-3.54162, -1.42109, 2.03518], [-3.43776, -2.71577, 0.81668], [-4.60597, 0.47609, -1.31333], [-5.67706, -0.43942, -0.28868]],
  "atomic_forces_ev_per_a": [[0.655, -0.376, 0.437], [-0.390, -0.202, 0.080], [0.945, -0.016, 0.838], [-1.304, 1.226, -0.141], [0.400, 0.248, -1.433], [0.009, 0.320, -0.697], [0.135, -0.781, 3.871], [0.245, 1.573, 1.282], [0.177, 0.230, -0.476], [-2.221, -1.839, 1.120], [0.438, -0.027, -0.587], [-0.035, -0.326, 0.264], [-0.070, 0.011, 0.168], [0.350, -0.059, -0.008], [-0.335, 0.341, 0.206], [-0.177, 0.064, -0.191], [0.185, -0.269, -0.037], [0.008, -0.561, -0.018], [0.233, 0.040, -0.185], [-0.232, 0.125, 0.173], [-0.078, -0.021, -0.308], [0.304, 0.237, 0.035], [0.128, -0.216, 0.044], [-0.146, 0.088, 0.269], [0.223, -0.141, -0.421], [0.113, 0.269, 0.118], [0.085, -0.134, 0.195], [-0.297, 0.074, -0.064], [0.372, -0.163, -0.104], [-0.016, 0.181, 0.177], [0.012, -0.143, 0.059], [0.098, 0.157, -0.146], [-0.077, -0.036, 0.356], [-0.099, 0.288, 0.042], [0.038, -0.035, 0.068], [0.210, 0.122, -0.072], [-0.499, 0.002, 0.325], [-0.127, 0.022, -0.258], [0.092, -0.229, 0.125], [0.217, 0.224, 0.002], [1.369, -1.826, 1.222], [-0.545, 2.872, -5.188], [0.964, -0.497, -1.453], [-0.335, -0.429, 0.182], [-1.340, -1.557, -0.351], [0.625, 1.498, 0.456], [-0.028, -0.199, -0.392], [-0.698, -0.141, -0.349], [0.489, 0.036, 0.030], [0.006, -0.246, 0.353], [0.039, 0.150, 0.344], [-0.021, -0.224, 0.203], [0.742, 0.709, -0.685], [0.246, -0.077, 0.020], [-1.191, -0.465, 0.607], [0.323, 0.025, 0.031], [-0.114, -0.085, -0.240], [-0.130, 0.242, 0.041], [-0.104, -0.109, 0.162], [0.133, 0.052, -0.102]]
}

***

E? In order: -1265.641023; -2147.400527; -1145.629051 Eh.